--- i ---
The following is a quantum chemistry calculation of a cluster of 2 separate species, C5H11NP in total, from the Open Molecules 2025 dataset.

```
18
C5H11NP the ωB97M-V functional and the def2-TZVPD basis
P 2.724 0.083 1.240
N -0.134 -0.451 -0.152
C 1.429 1.085 1.516
C -0.032 0.942 0.061
C 0.402 1.730 -1.157
C -1.273 -0.897 -0.843
C -0.966 -1.407 0.567
H 3.552 0.454 2.359
H -2.117 -0.219 -0.838
H -0.893 1.279 0.685
H 0.906 1.672 2.188
H -0.498 1.819 -1.690
H 0.586 2.790 -0.910
H -1.156 -1.483 -1.808
H -1.656 -0.936 1.392
H -0.521 -2.401 0.828
H 1.233 1.416 -1.672
H 0.755 -0.592 -0.472
```

## Properties
Orbital gap: 0.361 Ha
2S+1: 1
Charge: +1
HOMO energy: -0.4955 Eh

--- ii ---
The following is a quantum chemistry calculation of a cluster of 2 separate species, C5H11NP in total, from the Open Molecules 2025 dataset.

```
18
C5H11NP the ωB97M-V functional and the def2-TZVPD basis
P 3.387 -1.874 -1.681
N -1.472 1.526 0.647
C -1.172 0.724 -0.435
C -2.540 2.362 0.791
C -0.513 -0.457 -0.420
C 2.314 -0.984 -0.651
C -2.474 1.228 1.597
H -3.395 2.470 0.000
H -0.234 -0.897 -1.352
H -0.370 -0.889 0.529
H 2.920 -3.059 -2.007
H 2.448 0.101 -0.465
H 1.720 -1.283 0.129
H -2.321 1.251 2.585
H 3.467 -1.231 -2.929
H -1.328 1.374 -1.390
H -3.075 0.302 1.337
H -2.258 3.338 1.258
```

## Properties
Orbital gap (spin up / spin down): 0.182 / 0.182 Ha
2S+1: 1
Charge: +1
HOMO energy (spin up / spin down): -0.4332 / -0.4332 Eh

Of them, i has the highest stability.

--- i ---
The following is a quantum chemistry calculation of the molecule C4H4ClN, from the Open Molecules 2025 dataset.

```
10
C4H4ClN the ωB97M-V functional and the def2-TZVPD basis
Cl 2.813 0.660 -0.009
N -0.391 2.786 -0.015
C -0.119 1.669 0.012
C -1.081 -0.748 -0.012
C 1.310 -0.299 -0.007
C 0.084 0.240 -0.060
H 1.464 -1.400 -0.018
H -0.733 -1.761 -0.149
H -1.525 -0.685 1.009
H -1.822 -0.462 -0.752
```

## Properties
Orbital gap: 0.380 Ha
2S+1: 1
Charge: 0
HOMO energy: -0.3685 Eh
SMILES: C/C(C#N)=C/Cl

--- ii ---
The following is a quantum chemistry calculation of the molecule C4H4ClN, from the Open Molecules 2025 dataset.

```
10
C4H4ClN the ωB97M-V functional and the def2-TZVPD basis
Cl -0.472 2.152 -1.177
N 0.961 -0.386 0.460
C 1.058 0.856 0.806
C -1.176 -0.905 -0.271
C 0.749 1.963 0.009
C 0.154 -1.133 -0.372
H -1.550 -0.091 0.375
H 1.563 1.245 1.642
H -1.820 -1.631 -0.591
H 0.534 -2.069 -0.881
```

## Properties
Orbital gap (spin up / spin down): 0.258 / 0.265 Ha
2S+1: 1
Charge: 0
HOMO energy (spin up / spin down): -0.3124 / -0.3108 Eh

Of them, i has the highest stability.

--- i ---
The following is a quantum chemistry calculation of a structure of composition C5H7FS, from the Open Molecules 2025 dataset.

```
14
C5H7FS the ωB97M-V functional and the def2-TZVPD basis
S -1.673 -0.143 1.081
F 1.233 1.404 -1.019
C -0.224 -0.540 -1.130
C 0.409 0.622 -0.315
C -0.713 1.304 0.483
C -0.341 -1.181 0.263
C 0.974 -0.414 0.620
H -1.179 -0.368 -1.619
H 0.402 -1.107 -1.835
H -0.418 -2.297 0.341
H 1.141 -0.162 1.678
H 1.858 -0.973 0.249
H -0.251 1.837 1.358
H -1.219 2.018 -0.156
```

## Properties
Orbital gap: 0.354 Ha
2S+1: 1
Charge: 0
HOMO energy: -0.3215 Eh

--- ii ---
The following is a quantum chemistry calculation of a structure of composition C5H7FS, from the Open Molecules 2025 dataset.

```
14
C5H7FS the ωB97M-V functional and the def2-TZVPD basis
S 0.340 1.476 -2.049
F 0.890 -1.671 2.284
C 0.532 -1.264 1.019
C -0.743 -1.023 0.707
C 1.505 -0.955 0.117
C -1.102 0.108 0.086
C -0.278 1.361 -0.181
H 0.693 1.075 0.355
H 2.554 -1.377 0.243
H -1.430 -1.856 0.932
H 1.175 -0.394 -0.713
H -1.104 2.364 -2.487
H -0.881 2.237 0.222
H -2.150 -0.080 -0.533
```

## Properties
Orbital gap: 0.321 Ha
2S+1: 1
Charge: 0
HOMO energy: -0.3268 Eh

Of them, i has the highest stability.

--- i ---
The following is a quantum chemistry calculation of a cluster of 2 separate species, C2H4NO4 in total, from the Open Molecules 2025 dataset.

```
11
C2H4NO4 the ωB97M-V functional and the def2-TZVPD basis
O -3.143 0.079 0.003
O -2.080 1.063 -0.049
O 2.875 0.692 -0.376
O 1.134 -1.313 -0.238
N 0.738 -0.029 0.287
C 1.761 0.789 0.260
C -1.834 -0.286 0.091
H -1.644 -0.619 0.996
H 1.576 1.709 0.718
H 1.833 -1.255 -0.919
H -1.216 -0.832 -0.774
```

## Properties
Orbital gap: 0.266 Ha
2S+1: 1
Charge: -1
HOMO energy: -0.1248 Eh

--- ii ---
The following is a quantum chemistry calculation of a cluster of 2 separate species, C2H4NO4 in total, from the Open Molecules 2025 dataset.

```
11
C2H4NO4 the ωB97M-V functional and the def2-TZVPD basis
O 1.692 0.156 -0.669
O -1.976 -0.659 0.212
O -0.514 -0.559 -1.529
O 2.440 1.454 1.042
N 0.186 0.705 1.096
C 1.501 0.813 0.524
C -1.477 -1.107 -0.908
H -0.686 0.241 0.761
H 0.790 -0.097 -1.124
H 0.043 1.032 2.049
H -2.000 -1.979 -1.453
```

## Properties
Orbital gap: 0.355 Ha
2S+1: 1
Charge: -1
HOMO energy: -0.2022 Eh

Of them, ii has the highest stability.

--- i ---
The following is a quantum chemistry calculation of the ion CH3ClO2PS with charge -1, from the Open Molecules 2025 dataset.

```
9
CH3ClO2PS the ωB97M-V functional and the def2-TZVPD basis
Cl 4.535 0.419 -0.058
S 1.480 1.344 0.145
P 2.661 -0.494 0.030
O 2.451 -1.166 -1.254
O 2.633 -1.106 1.349
C 0.014 0.335 -0.333
H -0.681 0.176 0.616
H 0.554 -0.519 -0.827
H -0.759 0.901 -0.897
```

## Properties
Orbital gap: 0.300 Ha
2S+1: 1
Charge: -1
HOMO energy: -0.1728 Eh
SMILES: CS[P@@](=O)([O-])Cl

--- ii ---
The following is a quantum chemistry calculation of the ion CH3ClO2PS with charge -1, from the Open Molecules 2025 dataset.

```
9
CH3ClO2PS the ωB97M-V functional and the def2-TZVPD basis
Cl 0.254 1.649 -2.241
S -1.112 -0.735 -0.403
P 0.973 -0.064 -1.151
O 0.462 -0.348 1.632
O 1.347 -1.083 -2.183
C -0.547 0.343 0.969
H 0.361 -1.365 1.446
H -1.448 0.328 1.463
H -0.290 1.275 0.467
```

## Properties
Orbital gap: 0.269 Ha
2S+1: 1
Charge: -1
HOMO energy: -0.1382 Eh
SMILES: [O-]P(Cl)SCO

Of them, i has the highest stability.

--- i ---
The following is a quantum chemistry calculation of the molecule C6H11PS, from the Open Molecules 2025 dataset.

```
19
C6H11PS the ωB97M-V functional and the def2-TZVPD basis
S -3.114 -1.185 0.272
P -1.055 -0.616 0.759
C 2.361 -1.286 -0.316
C -0.903 1.635 -0.932
C -1.033 1.319 0.559
C 2.439 -1.078 0.972
C 1.068 -1.657 -0.848
C -0.174 -1.378 -0.537
H -0.934 -1.865 -1.059
H -0.592 2.738 -1.040
H -2.867 -2.568 0.497
H -0.141 1.364 1.092
H -1.833 1.865 1.055
H 1.320 -2.307 -1.654
H -0.250 0.967 -1.472
H 3.154 -1.395 -1.014
H 3.319 -0.951 1.633
H 1.437 -1.228 1.491
H -1.889 1.691 -1.408
```

## Properties
Orbital gap: 0.301 Ha
2S+1: 1
Charge: 0
HOMO energy: -0.2877 Eh
SMILES: C=C/C=C\P(S)CC

--- ii ---
The following is a quantum chemistry calculation of the molecule C6H11PS, from the Open Molecules 2025 dataset.

```
19
C6H11PS the ωB97M-V functional and the def2-TZVPD basis
S -0.504 -2.901 -0.975
P 0.291 -1.080 -0.720
C -2.386 1.289 -0.797
C -1.205 0.978 -0.004
C 0.678 -0.991 0.944
C 0.614 0.455 1.498
C -0.679 1.222 1.197
C 1.933 -0.869 -1.418
H 0.771 0.282 2.553
H 2.377 -1.871 -1.665
H -3.285 1.736 -0.480
H -1.198 1.849 1.863
H -2.058 2.029 -1.598
H 1.463 1.038 1.096
H 2.034 -0.232 -2.325
H -0.190 -1.427 1.411
H 1.570 -1.455 1.322
H -2.718 0.390 -1.370
H 2.492 -0.441 -0.533
```

## Properties
Orbital gap (spin up / spin down): 0.264 / 0.264 Ha
2S+1: 1
Charge: 0
HOMO energy (spin up / spin down): -0.2891 / -0.2891 Eh

Of them, i has the highest stability.